Density functional theory data (wB97M-V/def2-TZVPD) for C31H35N8O2SSm as an isolated structure in a non-equilibrium geometry.

The value obtained for the total energy is -77462.823 eV. As for the energy above the lowest of the compared OMol25 structures with the same formula, charge and spin: 0.0 kJ/mol. The calculation puts the orbital gap (alpha / beta) at 8.0 / 8.1 eV. Its molar mass is 734.1 g/mol. The multiplicity is 6. The calculation puts the HOMO energy (alpha / beta) at -0.4819 / -0.4823 Eh. Its charge is +2.

XYZ file:
```
78
Properties=species:S:1:pos:R:3:forces:R:3
Sm 0.590 -0.326 -0.052 -1.85 1.52 0.22
C -0.296 -1.159 3.003 -0.20 0.09 -0.04
C -1.735 -1.207 2.492 0.26 0.04 0.04
N -1.800 -0.964 1.025 0.01 -0.11 -0.09
C -2.790 0.058 0.642 0.03 0.10 -0.04
C -2.271 1.473 0.796 -0.06 -0.05 0.03
C -3.121 2.499 1.179 -0.01 0.06 0.04
C -2.610 3.782 1.296 0.10 0.00 -0.02
C -1.257 3.991 1.074 -0.09 -0.03 0.02
C -0.467 2.915 0.700 0.06 0.09 0.05
C 1.022 3.072 0.486 -0.09 -0.03 -0.02
N 1.742 1.878 0.950 -0.04 0.00 -0.14
C 1.949 1.837 2.418 -0.10 -0.28 0.05
C 1.632 0.453 2.981 0.01 0.20 0.00
N 0.272 0.115 2.543 0.32 -0.35 0.17
N -0.976 1.687 0.531 -0.04 -0.03 -0.23
H -0.300 -1.246 4.094 0.06 -0.07 0.00
H 0.291 -1.985 2.596 0.04 -0.01 0.04
H -2.185 -2.166 2.749 -0.07 0.02 -0.01
H -2.310 -0.428 3.000 -0.05 -0.02 0.00
H -2.070 -1.832 0.576 -0.04 -0.03 -0.02
H -3.055 -0.087 -0.409 0.00 -0.05 0.02
H -3.713 -0.043 1.219 -0.03 -0.01 -0.04
H -4.163 2.304 1.394 0.01 -0.06 -0.02
H -3.248 4.606 1.587 -0.02 -0.02 0.01
H -0.821 4.972 1.204 0.03 -0.02 -0.01
H 1.212 3.199 -0.582 0.05 -0.02 0.01
H 1.364 3.980 0.988 0.01 0.02 -0.01
H 2.638 1.841 0.480 0.05 0.01 -0.02
H 2.968 2.119 2.690 -0.01 0.08 -0.03
H 1.276 2.565 2.879 0.03 0.04 0.01
H 2.324 -0.293 2.590 0.03 -0.03 0.06
H 1.732 0.470 4.071 0.02 -0.04 0.00
H -0.332 0.842 2.914 -0.11 0.13 -0.30
O 3.320 -2.845 -0.984 0.24 -0.07 0.16
S 3.150 -1.766 -0.057 0.74 0.11 -0.43
O 1.967 -1.908 0.847 0.36 -0.46 0.34
N 2.807 -0.358 -0.713 0.26 -0.87 0.29
C 3.270 0.094 -1.949 0.34 0.24 -0.47
C 4.521 -0.136 -2.473 -0.22 -0.09 0.35
C 4.919 0.452 -3.686 -0.03 0.11 -0.21
C 4.076 1.278 -4.374 0.16 -0.05 0.01
C 2.771 1.513 -3.890 -0.16 -0.09 0.13
C 1.835 2.317 -4.575 -0.06 -0.03 0.09
C 0.567 2.451 -4.079 0.05 0.07 -0.15
C 0.230 1.786 -2.895 -0.07 -0.12 0.18
N 1.072 1.043 -2.203 0.17 0.02 0.15
C 2.349 0.901 -2.685 0.18 -0.04 -0.03
C 4.613 -1.626 0.923 -0.20 0.19 -0.17
C 5.004 -0.367 1.365 -0.07 -0.04 0.02
C 6.180 -0.240 2.084 -0.01 0.02 0.00
C 6.955 -1.365 2.341 0.00 0.02 0.01
C 6.557 -2.615 1.889 0.00 -0.01 0.01
C 5.381 -2.754 1.168 -0.12 -0.13 -0.02
H 5.206 -0.777 -1.931 0.05 0.04 -0.04
H 5.910 0.252 -4.069 0.00 0.00 0.02
H 4.386 1.751 -5.297 0.01 -0.02 0.00
H 2.133 2.812 -5.491 -0.02 -0.01 -0.01
H -0.177 3.049 -4.587 0.00 0.00 0.01
H -0.778 1.871 -2.500 0.00 0.00 0.02
H 4.395 0.493 1.121 0.07 0.05 0.02
H 6.499 0.734 2.429 0.02 -0.01 0.00
H 7.882 -1.259 2.888 -0.01 -0.02 0.01
H 7.167 -3.485 2.089 0.01 0.01 -0.01
H 5.061 -3.717 0.790 0.06 0.01 0.00
N -1.160 -4.665 -4.833 0.01 0.02 0.01
C -0.931 -3.752 -3.879 0.07 0.14 0.16
C -1.974 -3.028 -3.268 -0.06 -0.09 -0.10
C -1.683 -2.114 -2.293 -0.03 0.13 0.17
N -0.444 -1.834 -1.844 0.14 -0.07 -0.05
C 0.553 -2.521 -2.446 -0.22 0.03 -0.08
C 0.369 -3.457 -3.428 0.00 -0.08 -0.09
H -2.090 -4.862 -5.155 0.00 -0.02 -0.01
H -0.399 -5.173 -5.248 -0.03 -0.02 -0.03
H -3.002 -3.194 -3.565 0.00 0.04 0.02
H -2.496 -1.560 -1.837 -0.01 -0.03 -0.02
H 1.561 -2.321 -2.119 0.09 0.01 0.00
H 1.228 -3.968 -3.844 0.00 0.02 0.01
```
Positions in Å, forces in eV/Å.

Listed below, in e, are the Mulliken charges computed for each atom: Sm 0.90; C -0.63; C -0.94; N -0.02; C -1.26; C 0.65; C -0.96; C -0.69; C -1.09; C 0.67; C -1.39; N -0.09; C -0.97; C -0.62; N -0.27; N 0.98; H 0.56; H 0.24; H 0.45; H 0.33; H 0.36; H 0.32; H 0.46; H 0.54; H 0.45; H 0.56; H 0.43; H 0.65; H 0.24; H 0.57; H 0.30; H 0.22; H 0.60; H 0.33; O -0.74; S 1.39; O -0.54; N 0.29; C 0.52; C -0.66; C -1.11; C -0.87; C 0.61; C -0.67; C -1.17; C -0.34; N 0.76; C 0.00; C 0.39; C 0.12; C -0.95; C -0.50; C -0.75; C -0.67; H 0.56; H 0.43; H 0.45; H 0.48; H 0.44; H 0.55; H 0.32; H 0.46; H 0.43; H 0.45; H 0.50; N -0.43; C 1.09; C -1.00; C -0.26; N 0.13; C -0.17; C -1.08; H 0.20; H 0.21; H 0.39; H 0.22; H 0.26; H 0.43



Density functional theory data (wB97M-V/def2-TZVPD) for C31H35N8O2Y as an isolated structure in a non-equilibrium geometry.

The value obtained for the total energy is -49761.087 eV. As for the energy above the lowest of the compared OMol25 structures with the same formula, charge and spin: 14.9 kJ/mol. The calculation puts the orbital gap at 3.6 eV. Its molar mass is 640.6 g/mol. The multiplicity is 1. The calculation puts the HOMO energy at -0.4040 Eh. Its charge is +2.

XYZ file:
```
77
Properties=species:S:1:pos:R:3:forces:R:3
Y 1.561 -22.196 1.670 3.03 0.59 -0.57
C -0.001 -19.533 5.139 -2.27 1.38 -1.47
C 0.238 -20.537 4.010 1.96 2.68 -0.19
N 0.922 -20.286 2.896 -3.58 -2.43 2.48
C 0.712 -19.037 2.260 1.42 1.53 -1.19
C 0.948 -19.174 0.714 -0.93 -0.96 1.01
N 0.430 -20.543 0.326 -0.42 0.59 0.67
C 0.448 -20.773 -1.111 -0.39 -0.21 -1.30
C 1.522 -21.752 -1.593 -0.13 0.36 -1.21
N 1.754 -22.928 -0.755 -1.36 -0.96 0.09
C 0.766 -24.059 -1.023 -1.20 0.58 0.63
C 0.798 -25.107 0.124 -0.13 -1.65 -0.92
N 0.857 -24.431 1.409 -2.44 -1.61 2.30
C 0.285 -25.011 2.474 1.65 -0.69 -3.13
C 0.091 -26.492 2.740 -0.14 -0.42 -0.01
C -0.182 -24.146 3.503 -0.79 3.05 3.52
C -0.986 -24.573 4.608 0.78 0.37 -1.23
C -1.326 -23.638 5.571 -0.12 0.25 -0.30
C -0.970 -22.296 5.422 -0.22 1.38 0.42
C -0.198 -21.867 4.332 0.06 -4.13 -0.36
N 0.172 -22.822 3.437 -0.72 -1.06 0.03
H 0.230 -18.464 4.840 0.10 -1.44 0.53
H 0.524 -19.879 6.022 0.35 0.13 0.06
H -1.115 -19.518 5.415 1.49 -0.02 -0.34
H 1.499 -18.402 2.620 0.26 1.05 0.12
H -0.257 -18.590 2.477 -0.02 -0.10 0.04
H 2.006 -19.081 0.473 -0.02 -0.32 -0.02
H 0.383 -18.428 0.157 0.06 0.19 0.14
H -0.556 -20.623 0.654 0.87 0.45 -0.37
H 0.602 -19.811 -1.669 -0.37 -0.86 0.38
H -0.530 -21.201 -1.381 0.23 0.39 -0.09
H 2.458 -21.237 -1.722 0.55 0.25 0.39
H 1.280 -22.052 -2.633 -0.18 0.10 0.42
H 2.682 -23.237 -1.007 0.27 -0.36 0.19
H 0.867 -24.526 -2.026 0.27 0.22 0.66
H -0.298 -23.660 -1.001 1.32 0.08 -0.12
H 1.636 -25.790 -0.053 0.24 0.19 0.28
H -0.112 -25.811 0.096 1.15 1.25 -0.22
H -0.985 -26.744 2.954 1.05 0.15 -0.53
H 0.639 -26.751 3.675 -0.33 0.41 -0.42
H 0.540 -27.166 1.990 -0.54 0.53 0.07
H -1.373 -25.587 4.641 0.23 0.21 0.27
H -1.921 -23.961 6.416 -0.02 0.18 0.01
H -1.350 -21.511 6.109 0.36 -0.98 -0.26
C 4.163 -14.562 10.208 0.21 0.47 0.06
O 5.594 -14.586 9.951 0.42 -0.43 0.06
C 6.075 -15.420 8.976 -1.13 -0.75 -0.44
C 6.029 -16.834 9.108 -0.21 1.21 0.87
C 6.224 -17.669 8.040 0.34 -0.18 -2.03
C 6.326 -17.127 6.729 1.18 2.68 1.19
C 6.487 -15.661 6.637 -0.55 -3.37 -1.13
C 6.433 -14.862 7.743 -0.15 0.16 0.18
N 6.270 -17.843 5.520 -0.81 -1.39 1.47
N 6.010 -19.090 5.687 0.33 2.45 1.18
C 5.475 -19.669 4.572 0.48 0.37 -2.18
C 5.488 -18.989 3.351 -0.45 -1.29 0.29
C 4.898 -19.562 2.217 -0.24 -0.38 1.43
C 4.143 -20.736 2.352 1.24 1.06 -0.36
O 3.557 -21.261 1.303 -1.93 -0.99 -0.29
C 4.074 -21.368 3.627 -1.54 -0.75 -0.14
N 3.105 -22.344 3.809 0.34 -0.86 0.52
C 3.155 -23.057 4.960 1.84 1.00 -1.40
C 4.129 -22.841 5.955 0.38 1.37 0.10
C 4.838 -21.626 5.927 -1.81 -2.01 -2.11
C 4.829 -20.920 4.705 0.26 0.97 0.90
H 3.897 -13.475 10.069 -0.13 -1.26 0.29
H 3.976 -14.900 11.261 0.14 0.38 -0.97
H 3.597 -15.208 9.498 0.48 0.47 0.43
H 5.765 -17.212 10.091 0.22 -0.13 -0.08
H 6.322 -18.750 8.068 -0.42 0.15 0.59
H 6.488 -15.288 5.610 0.40 0.23 0.42
H 6.552 -13.797 7.619 -0.18 0.17 0.22
H 5.954 -18.021 3.364 0.15 0.11 -0.38
H 4.983 -19.055 1.281 -0.11 0.03 -0.62
H 2.575 -23.940 5.071 -0.98 -0.45 -0.20
H 4.301 -23.592 6.717 -0.37 0.30 0.23
H 5.345 -21.202 6.723 1.20 0.33 1.46
```
Positions in Å, forces in eV/Å.

Listed below, in e, are the Mulliken charges computed for each atom: Y 1.29; C -1.79; C 0.40; N 0.40; C -1.20; C -0.97; N -0.12; C -0.88; C -0.84; N -0.27; C -0.81; C -0.94; N 0.15; C 0.73; C -1.63; C 0.55; C -0.82; C -1.01; C -0.69; C 0.94; N 0.20; H 0.35; H 0.49; H 0.46; H 0.47; H 0.59; H 0.43; H 0.56; H 0.32; H 0.38; H 0.39; H 0.51; H 0.44; H 0.25; H 0.44; H 0.28; H 0.44; H 0.52; H 0.41; H 0.49; H 0.39; H 0.37; H 0.47; H 0.34; C -0.61; O -0.43; C 0.31; C -0.49; C -0.18; C 0.07; C -0.31; C -0.62; N -0.27; N -0.11; C 0.12; C -0.61; C -0.79; C 0.43; O -0.84; C 0.23; N -0.11; C -0.21; C -1.10; C -0.60; C 0.49; H 0.25; H 0.25; H 0.30; H 0.38; H 0.46; H 0.39; H 0.43; H 0.58; H 0.55; H 0.45; H 0.43; H 0.70



Density functional theory data (wB97M-V/def2-TZVPD) for C31H36BF3O4 as an isolated structure in a non-equilibrium geometry.

The value obtained for the total energy is -49745.804 eV. As for the energy above the lowest of the compared OMol25 structures with the same formula, charge and spin: 243.4 kJ/mol. The calculation puts the orbital gap at 4.2 eV. Its molar mass is 540.4 g/mol. The multiplicity is 1. The calculation puts the HOMO energy at -0.1854 Eh. Its charge is 0.

XYZ file:
```
75
Properties=species:S:1:pos:R:3:forces:R:3
C 0.805 -4.155 -2.130 0.10 0.22 -0.38
C 0.684 -3.986 -0.653 0.73 -0.61 1.05
C 0.432 -5.365 -0.041 0.17 -0.23 0.19
C 1.889 -3.246 0.066 0.23 -0.90 -0.89
C 3.100 -4.090 0.437 0.39 -0.47 0.07
C 2.351 -2.050 -0.755 0.00 0.17 0.01
O 1.266 -2.767 1.274 -0.94 -0.06 -0.38
B -0.026 -2.484 0.845 1.46 2.04 -2.00
C -0.374 2.259 -2.966 -0.20 0.42 -0.19
C 0.362 3.465 -2.998 -0.15 -0.09 0.09
C -0.236 4.696 -2.771 0.09 -0.56 -0.17
C -1.616 4.716 -2.637 -0.11 0.16 0.02
C -2.294 5.970 -2.172 -0.27 0.12 0.24
F -3.493 6.128 -2.811 0.76 0.27 0.76
F -2.539 5.876 -0.815 0.03 0.49 -1.44
F -1.552 7.102 -2.379 -0.82 -0.99 0.27
C -2.386 3.573 -2.832 0.26 -0.08 0.52
C -1.775 2.318 -2.956 0.23 0.23 -0.44
C 0.504 1.047 -2.976 1.00 -0.12 -1.65
C 0.213 -0.252 -3.671 -0.71 -0.69 0.18
C 0.922 0.776 -4.473 -0.04 0.11 0.19
O -0.404 -3.119 -0.335 -0.32 0.43 1.45
H 1.692 -4.745 -2.320 0.26 -0.16 -0.22
H -0.053 -4.707 -2.500 -0.15 -0.02 -0.13
H 0.893 -3.216 -2.667 -0.09 0.10 -0.01
H 1.148 -6.057 -0.498 -0.11 -0.08 0.26
H 0.579 -5.378 1.050 -0.10 0.06 -0.32
H -0.580 -5.734 -0.264 0.26 0.28 -0.01
H 3.524 -4.666 -0.408 -0.40 0.40 0.16
H 3.898 -3.403 0.765 -0.30 -0.38 0.10
H 2.887 -4.827 1.231 0.01 0.46 -0.23
H 2.805 -2.397 -1.686 0.01 0.05 0.04
H 1.522 -1.361 -0.977 0.30 -0.17 0.08
H 3.114 -1.515 -0.179 -0.20 0.07 -0.13
H 1.436 3.377 -3.164 -0.21 0.15 0.23
H 0.332 5.618 -2.686 0.00 -0.23 -0.06
H -3.461 3.684 -2.767 0.03 -0.24 -0.10
H -2.399 1.430 -3.125 0.41 0.31 0.39
H 1.251 1.044 -2.175 -0.13 0.03 -0.51
H 0.836 -1.133 -3.438 -0.48 0.68 0.28
H -0.825 -0.512 -3.879 0.19 0.06 -0.10
H 0.343 1.343 -5.209 0.22 -0.17 0.37
H 1.925 0.531 -4.813 0.00 0.22 0.40
C -1.835 -4.711 4.277 -0.18 0.53 -0.38
O -2.405 -3.978 3.154 -0.24 0.20 0.53
C -2.013 -2.743 2.759 0.59 -0.12 0.05
C -2.718 -2.182 1.647 -0.39 -0.96 0.37
C -2.131 -1.206 0.900 -0.08 -0.21 0.12
C -0.694 -0.905 1.039 -0.27 1.73 1.26
C -0.175 0.287 0.219 -0.57 -2.11 1.84
C -0.049 1.535 0.889 -0.40 1.50 1.37
C 0.070 2.794 0.215 0.08 -1.11 -0.02
C 0.344 3.985 0.839 0.29 0.30 1.05
C 0.560 4.079 2.230 -0.39 -2.05 0.04
O 0.934 5.264 2.771 0.76 0.77 1.07
C 1.480 5.333 4.127 -0.53 -0.16 -1.16
C 0.269 2.903 2.972 0.02 1.48 -0.08
C -0.187 1.764 2.325 0.21 -0.99 -0.88
C -0.266 -1.122 2.465 -0.63 0.37 -0.44
C -0.907 -2.034 3.293 -0.44 -0.67 -0.23
H -2.548 -5.538 4.412 0.41 0.32 0.07
H -0.833 -5.110 4.033 -0.43 0.31 -0.01
H -1.784 -4.098 5.195 -0.08 -0.22 -0.45
H -3.715 -2.602 1.437 0.53 0.36 0.08
H -2.697 -0.640 0.161 0.24 -0.38 0.00
H -0.278 0.186 -0.848 -0.19 0.14 -0.02
H -0.108 2.781 -0.848 0.17 0.19 0.21
H 0.398 4.887 0.266 0.07 0.43 -0.35
H 1.761 6.384 4.255 -0.14 -0.32 0.01
H 0.736 5.042 4.880 0.09 0.10 -0.20
H 2.372 4.703 4.239 -0.18 0.00 -0.17
H 0.363 2.929 4.073 -0.38 -0.08 -0.69
H -0.701 1.024 2.946 0.64 0.04 -0.12
H 0.577 -0.541 2.842 0.08 -0.67 -0.37
H -0.520 -2.259 4.292 -0.05 0.00 -0.50
```
Positions in Å, forces in eV/Å.

Listed below, in e, are the Mulliken charges computed for each atom: C -1.47; C 1.87; C -2.03; C 1.07; C -1.88; C -0.87; O -0.88; B 1.58; C -0.17; C -0.15; C -0.82; C 0.36; C 0.86; F -0.28; F -0.25; F -0.28; C -1.05; C -0.07; C -0.02; C -0.42; C -0.73; O -0.83; H 0.39; H 0.49; H 0.05; H 0.44; H 0.33; H 0.42; H 0.31; H 0.47; H 0.33; H 0.41; H -0.47; H 0.54; H 0.36; H 0.45; H 0.42; H 0.40; H 0.74; H -0.05; H 0.23; H 0.27; H 0.31; C -0.73; O -0.43; C 0.55; C -0.37; C -0.91; C 2.35; C -2.47; C 0.75; C -0.03; C -0.47; C 0.40; O -0.48; C -0.84; C -0.60; C -1.13; C -1.39; C -1.10; H 0.28; H 0.25; H 0.33; H 0.42; H 0.54; H 0.93; H 0.35; H 0.48; H 0.25; H 0.30; H 0.35; H 0.23; H 0.53; H 0.96; H 0.31